No. 1
{"formula": "C3H4Cl2N2O", "method": "ωB97M-V with the def2-TZVPD basis set", "total_energy_ev": -33242.5713, "homo_lumo_gap_ev": 8.87, "fmax_ev_per_a": 5.65, "species": ["C", "C", "C", "H", "H", "H", "H", "N", "N", "O", "Cl", "Cl"], "positions_angstrom": [[-0.461, 0.696, -0.142], [1.082, 0.752, -0.112], [1.818, -0.339, -0.131], [-2.563, -1.258, -0.271], [-0.081, -1.852, 0.474], [-2.347, 1.273, 0.049], [1.474, -1.273, -0.198], [-0.749, -0.759, -0.111], [-1.345, 1.710, -0.028], [-2.065, -0.692, 0.294], [1.763, 2.395, 0.102], [3.475, -0.653, 0.073]]}



No. 2
{"formula": "C43H56BrO4P2PdSbSi3", "method": "ωB97M-V with the def2-TZVPD basis set", "total_energy_ev": -175964.4824, "homo_lumo_gap_ev": 5.33, "fmax_ev_per_a": 1.29, "charge": -2, "species": ["Pd", "C", "Si", "C", "C", "Sb", "Si", "C", "C", "C", "Si", "C", "C", "C", "H", "H", "H", "H", "H", "H", "H", "H", "H", "H", "H", "H", "H", "H", "H", "H", "H", "H", "H", "H", "H", "H", "H", "H", "H", "H", "H", "Br", "C", "C", "C", "C", "C", "C", "C", "O", "O", "H", "H", "H", "H", "C", "P", "C", "C", "C", "C", "C", "C", "C", "C", "C", "C", "C", "C", "P", "C", "C", "C", "C", "C", "C", "C", "C", "C", "C", "C", "C", "H", "H", "H", "H", "H", "H", "H", "H", "H", "H", "H", "H", "H", "H", "H", "H", "H", "H", "H", "H", "H", "H", "C", "O", "C", "O", "H", "H", "H"], "positions_angstrom": [[-1.263, -0.885, 0.255], [-4.296, -0.331, 4.542], [-2.410, -0.282, 4.679], [-2.016, -1.615, 5.964], [-2.032, 1.318, 5.631], [-1.322, 0.324, 2.423], [1.099, -0.402, 3.113], [1.987, -1.692, 2.056], [1.356, -1.030, 4.879], [2.183, 1.153, 3.113], [-1.730, -2.854, 1.416], [-0.822, -3.414, 2.992], [-3.530, -3.034, 1.949], [-1.384, -4.294, 0.238], [-4.739, 0.032, 5.477], [-4.661, -1.345, 4.357], [-4.651, 0.303, 3.723], [-2.666, -1.440, 6.831], [-0.980, -1.558, 6.296], [-2.197, -2.631, 5.600], [-2.654, 1.394, 6.532], [-2.219, 2.191, 4.999], [-0.978, 1.355, 5.933], [1.351, -2.059, 1.251], [2.291, -2.544, 2.674], [2.881, -1.251, 1.605], [0.765, -1.921, 5.100], [1.103, -0.251, 5.609], [2.419, -1.280, 5.003], [2.146, 1.673, 2.149], [3.231, 0.893, 3.311], [1.833, 1.847, 3.884], [-1.009, -2.736, 3.825], [0.260, -3.492, 2.855], [-1.199, -4.411, 3.264], [-3.837, -2.202, 2.588], [-3.660, -3.971, 2.508], [-4.180, -3.051, 1.074], [-0.389, -4.232, -0.215], [-2.128, -4.296, -0.564], [-1.452, -5.238, 0.795], [-8.465, 2.397, -0.305], [-7.199, 1.024, -0.735], [-7.471, 0.175, -1.796], [-6.563, -0.839, -2.084], [-5.407, -0.999, -1.329], [-5.157, -0.121, -0.281], [-6.052, 0.899, 0.028], [-4.427, -2.133, -1.630], [-4.821, -3.024, -2.410], [-3.321, -2.039, -1.047], [-8.376, 0.299, -2.378], [-6.738, -1.529, -2.900], [-4.237, -0.231, 0.277], [-5.847, 1.585, 0.840], [2.725, -0.180, -1.733], [0.933, 0.123, -1.101], [0.908, 1.944, -1.403], [0.620, 2.734, -0.293], [0.564, 4.117, -0.389], [0.804, 4.739, -1.606], [1.097, 3.965, -2.722], [1.147, 2.581, -2.619], [0.271, -0.788, -2.584], [0.591, -0.574, -3.924], [-0.018, -1.316, -4.929], [-0.949, -2.300, -4.613], [-1.249, -2.559, -3.284], [-0.624, -1.814, -2.297], [4.066, 0.439, -0.664], [5.562, -0.306, -1.454], [5.520, -1.289, -2.438], [6.694, -1.822, -2.965], [7.928, -1.384, -2.511], [7.984, -0.409, -1.518], [6.814, 0.114, -0.993], [4.284, 2.158, -1.316], [4.075, 3.234, -0.461], [4.228, 4.544, -0.910], [4.611, 4.789, -2.219], [4.841, 3.720, -3.081], [4.677, 2.418, -2.631], [2.898, 0.116, -2.770], [2.768, -1.273, -1.682], [0.384, 2.256, 0.651], [0.312, 4.702, 0.487], [0.759, 5.819, -1.686], [1.288, 4.438, -3.678], [1.370, 2.001, -3.503], [1.313, 0.178, -4.213], [0.230, -1.114, -5.966], [-1.447, -2.856, -5.399], [-1.995, -3.294, -3.008], [-0.874, -2.041, -1.252], [4.563, -1.639, -2.805], [6.640, -2.581, -3.736], [8.840, -1.799, -2.922], [8.944, -0.064, -1.151], [6.861, 0.872, -0.217], [3.787, 3.044, 0.570], [4.041, 5.368, -0.232], [4.720, 5.807, -2.576], [5.148, 3.902, -4.105], [4.872, 1.592, -3.307], [-3.170, 1.781, -2.742], [-2.221, 0.843, -2.239], [-1.877, 0.966, -0.895], [-2.447, 1.862, -0.285], [-3.147, 1.673, -3.826], [-2.909, 2.799, -2.452], [-4.172, 1.565, -2.368]]}



| no. | HOMO energy (Ha) |
| --- | --- |
| 1 | -0.3498 |
| 2 | -0.0575 |